1.
This record from the OMol25 dataset describes 6 unconnected molecules or ions with the total composition C26H35BrClF5NO16. The level of theory is the ωB97M-V functional and the def2-TZVPD basis.

Summary:
Energy relative to the best compared isomer or geometry (same formula, charge and spin): 0.000 eV
DFT total energy: -5803.6860 Ha
HOMO-LUMO gap: 8.16 eV
Maximum force: 0.0064 hartree/bohr
Total charge: +1

Each line ends with the Mulliken charge.
Element x y z (Å)
C1 -7.64900 -2.32666 -3.97569  -0.71
O1 -6.67916 -1.47630 -4.55077  -0.32
C2 -6.44692 -0.31775 -3.77729  -0.71
C3 -5.34656 0.49354 -4.46091  -0.87
C4 -4.12951 0.85682 -3.59626  -0.92
C5 -2.90199 -0.00586 -3.86979  -0.02
C6 -1.76983 0.08716 -2.84790  -1.32
N1 -0.98159 -1.14659 -3.14187  0.45
C7 0.41807 -1.39674 -2.74618  -0.99
C8 0.76544 -1.25896 -1.26945  0.38
C9 2.19600 -1.73481 -1.09021  -1.40
Br1 0.56556 0.55676 -0.59555  -0.14
C10 -1.68937 -1.99905 -3.77867  -0.39
C11 -3.08746 -1.51932 -3.99228  0.16
Cl1 -3.95918 -2.27180 -2.61517  -0.17
H1 -7.26892 -2.80473 -3.06416  0.26
H2 -8.56542 -1.77955 -3.72683  0.31
H3 -7.88423 -3.09500 -4.70969  0.26
H4 -7.37114 0.26799 -3.69407  0.49
H5 -6.15707 -0.60252 -2.75586  0.36
H6 -5.77555 1.41193 -4.85948  0.46
H7 -5.02361 -0.08196 -5.33359  0.45
H8 -3.83603 1.88412 -3.82115  0.45
H9 -4.37252 0.84028 -2.53010  0.42
H10 -2.46837 0.30228 -4.83115  0.22
H11 -2.13655 0.00615 -1.82322  0.48
H12 -1.13581 0.96383 -2.93249  0.51
H13 0.60954 -2.43698 -3.01529  0.38
H14 1.05609 -0.75842 -3.36174  0.19
H15 0.07633 -1.85829 -0.67469  0.46
H16 2.40570 -1.96820 -0.04886  0.39
H17 2.32731 -2.63269 -1.69642  0.34
H18 2.90166 -0.97475 -1.42507  0.43
H19 -1.29332 -2.96833 -4.06001  0.50
H20 -3.55571 -1.87130 -4.90548  0.67
C12 0.88089 -7.13024 0.10142  -0.03
C13 1.07575 -5.90009 0.97276  0.26
O2 1.91970 -5.08427 0.17181  -0.31
C14 1.82237 -5.48460 -1.12273  0.68
O3 2.32113 -4.90491 -2.03719  -0.56
O4 1.08528 -6.59870 -1.21956  -0.34
F1 1.70839 -6.18671 2.13029  -0.21
H21 1.65349 -7.86603 0.32567  0.06
H22 -0.10610 -7.57650 0.16395  0.28
H23 0.16649 -5.33958 1.19985  0.21
C15 2.28614 4.44123 1.37483  -0.56
C16 0.99502 4.11569 0.64643  0.43
O5 0.33695 5.35982 0.60009  -0.33
C17 1.26999 6.35533 0.72435  0.62
O6 1.03886 7.50383 0.55705  -0.52
O7 2.46092 5.82453 1.05779  -0.26
F2 0.22268 3.22661 1.32414  -0.28
H24 2.14840 4.33282 2.45212  0.30
H25 3.15337 3.87652 1.04895  0.34
H26 1.12664 3.74668 -0.37341  0.23
C18 -1.90238 6.23750 2.68958  -0.01
C19 -3.38515 6.18438 2.36971  0.31
O8 -3.95312 5.79356 3.59711  -0.32
C20 -3.09387 6.11955 4.60819  0.62
O9 -3.35945 6.07579 5.75876  -0.49
O10 -1.90356 6.50876 4.09053  -0.34
F3 -3.66995 5.24714 1.42766  -0.27
H27 -1.45956 5.25643 2.50900  0.00
H28 -1.35303 7.00943 2.15888  0.22
H29 -3.82622 7.13129 2.05428  0.26
C21 4.73319 7.56806 4.49955  -0.40
C22 5.28407 8.28308 3.27688  0.31
O11 5.91124 7.23301 2.56522  -0.31
C23 5.35721 6.05453 2.93953  0.73
O12 5.52385 5.01813 2.38586  -0.53
O13 4.56205 6.23175 4.01954  -0.33
F4 6.20940 9.21228 3.60221  -0.28
H30 5.48040 7.57601 5.29461  0.29
H31 3.78445 7.95285 4.85880  0.27
H32 4.53436 8.74612 2.63318  0.27
C24 4.73012 -8.30279 3.86850  -0.43
C25 5.48150 -9.56993 3.49116  0.27
O14 4.59777 -10.18714 2.57045  -0.33
C26 3.78225 -9.24472 2.04779  0.66
O15 3.05756 -9.40757 1.11867  -0.54
O16 3.91426 -8.08048 2.71608  -0.22
F5 5.66351 -10.39070 4.54672  -0.28
H33 4.09352 -8.50388 4.73173  0.29
H34 5.35898 -7.43717 4.04719  0.26
H35 6.44337 -9.41100 3.00138  0.29

---

2.
This record from the OMol25 dataset describes a molecular structure, C26H35Cl2EuN3O15P4 in a non-equilibrium geometry. The level of theory is the ωB97M-V functional and the def2-TZVPD basis.

Summary:
Expectation value of S²: 12.009
DFT total energy: -5301.1442 Ha
HOMO-LUMO gap (alpha / beta): 7.28 / 7.90 eV
Spin multiplicity: 7
Maximum force: 0.0272 hartree/bohr
Total charge: +1

Each line ends with the Mulliken charge.
Element x y z (Å)
Eu1 0.58493 -0.30967 0.41802  0.54
O1 0.31261 -1.05283 -4.20660  -0.55
C1 0.36023 -1.08826 -2.88782  -0.24
O2 0.40143 -0.08599 -2.20017  0.59
C2 0.33137 -2.45491 -2.29807  0.38
C3 0.16761 -3.61061 -3.04590  -1.04
C4 0.13118 -4.82272 -2.36858  -0.74
C5 0.25935 -4.83251 -0.99027  -0.98
C6 0.41843 -3.62059 -0.33021  0.73
N1 0.45013 -2.46023 -0.97239  1.05
C7 0.54096 -3.51506 1.17779  -0.16
O3 0.14497 -4.40361 1.90970  -0.73
O4 1.08797 -2.40957 1.57130  -0.37
H1 0.34808 -0.13477 -4.51503  0.41
H2 0.06519 -3.55470 -4.11939  0.61
H3 -0.00124 -5.74502 -2.91602  0.49
H4 0.23608 -5.74609 -0.41418  0.60
C8 4.71707 2.35767 -2.24833  -1.83
C9 3.43256 1.60319 -1.94296  1.44
O5 2.76026 1.19762 -3.12626  -0.60
P1 3.76106 0.06976 -1.01904  -0.10
O6 4.94941 -0.67986 -1.75915  -0.57
O7 4.46647 0.55511 0.31595  -0.75
O8 2.59922 -0.82569 -0.78772  -0.11
P2 2.20222 2.56089 -0.93019  0.71
O9 3.09646 3.67585 -0.13640  -0.66
O10 1.26216 3.19583 -1.86943  -0.83
O11 1.70391 1.66300 0.19372  -0.36
H5 5.33822 1.76478 -2.91715  0.41
H6 5.27199 2.54479 -1.32996  0.37
H7 4.49155 3.30610 -2.73522  0.44
H8 2.04353 1.84154 -3.26507  0.42
H9 4.66738 -1.25802 -2.48019  0.37
H10 4.05250 -0.03296 1.03660  0.49
H11 3.09707 4.49850 -0.64507  0.38
N2 3.44513 2.48872 2.35418  -0.01
C10 3.55668 1.55516 3.50547  -0.84
P3 2.33492 0.19934 3.06045  1.36
O12 1.07667 0.91218 2.68793  -0.84
O13 2.98399 -0.62203 1.98283  -1.07
C11 2.06036 -0.90929 4.51429  -0.81
N3 0.98706 -1.82790 4.08559  0.10
H12 2.46859 2.47749 1.98819  0.14
H13 3.99669 2.15645 1.54696  0.26
H14 3.70882 3.45114 2.55333  0.43
H15 3.27174 2.07332 4.41837  0.51
H16 4.57515 1.18394 3.59575  0.42
H17 1.75742 -0.35388 5.40150  0.49
H18 2.97261 -1.46778 4.71772  0.43
H19 0.82483 -2.58415 4.74625  0.44
H20 1.14158 -2.24241 3.04350  0.27
H21 0.10346 -1.30767 3.96140  0.05
Cl1 -2.26892 -1.85890 4.56916  -0.17
C12 -2.20578 -2.65371 2.98164  0.41
Cl2 -3.82095 -3.16001 2.50283  -0.14
C13 -1.56300 -1.74161 1.89664  -0.15
O14 -1.63440 -2.12031 0.72161  -0.30
O15 -0.94436 -0.71112 2.26957  -0.38
H22 -1.60907 -3.55952 3.07080  0.19
C14 -2.75780 -1.22041 -1.82300  -1.95
P4 -2.10862 0.15267 -0.76966  1.47
C15 -3.42121 0.40005 0.47693  0.52
C16 -3.29061 1.54176 1.26840  -0.40
C17 -4.27092 1.87736 2.18339  -0.74
C18 -5.38990 1.06727 2.32416  -0.62
C19 -5.51427 -0.07808 1.55710  -0.68
C20 -4.53346 -0.41397 0.63334  -0.35
C21 -2.60741 1.51456 -1.90848  0.39
C22 -1.63835 2.33668 -2.47131  -0.21
C23 -1.98959 3.31118 -3.39588  -0.79
C24 -3.31430 3.47024 -3.76586  -0.57
C25 -4.29184 2.66848 -3.19027  -0.80
C26 -3.94289 1.69906 -2.26649  -0.51
H23 -3.80922 -1.03979 -2.03861  0.70
H24 -2.63656 -2.18048 -1.32827  0.33
H25 -2.21899 -1.22123 -2.77050  0.43
H26 -2.41335 2.17001 1.14769  0.39
H27 -4.16969 2.77090 2.78456  0.44
H28 -6.16674 1.33277 3.02806  0.41
H29 -6.37688 -0.71978 1.67801  0.46
H30 -4.63884 -1.31519 0.04589  0.40
H31 -0.60875 2.22984 -2.16652  0.48
H32 -1.22226 3.95012 -3.81335  0.49
H33 -3.58986 4.22244 -4.49280  0.39
H34 -5.33021 2.80663 -3.46141  0.43
H35 -4.71903 1.09847 -1.80743  0.30

---

3.
This record from the OMol25 dataset describes a molecular structure, C26H35F4N10NdO2 in a non-equilibrium geometry. The level of theory is the ωB97M-V functional and the def2-TZVPD basis.

Summary:
Energy relative to the best compared isomer or geometry (same formula, charge and spin): 0.000 eV
Expectation value of S²: 3.753
DFT total energy: -2670.1668 Ha
HOMO-LUMO gap (alpha / beta): 7.23 / 7.40 eV
Spin multiplicity: 4
Maximum force: 0.0467 hartree/bohr
Total charge: +2

Each line ends with the Mulliken charge.
Element x y z (Å)
Nd1 0.80124 -0.06364 0.26301  0.69
C1 1.69059 2.78000 -1.23047  -0.87
N1 0.42942 2.33819 -0.65594  0.69
C2 -0.03232 3.42993 0.24873  -1.20
C3 -0.55032 2.14226 -1.75460  -0.84
C4 -1.80344 1.31876 -1.34898  -1.09
N2 -1.41485 0.10038 -0.59527  1.27
C5 -2.28316 -0.95489 -0.50102  0.02
C6 -1.72985 -2.23931 -0.34318  0.08
F1 -0.27594 -2.26312 -0.13294  -0.33
C7 -2.49582 -3.41926 -0.45329  0.06
F2 -1.75434 -4.53818 -0.40727  -0.28
C8 -3.87450 -3.35777 -0.51369  -0.79
C9 -4.45274 -2.04458 -0.61819  0.18
F3 -5.77827 -1.93475 -0.79479  -0.28
C10 -3.66466 -0.91680 -0.54071  0.46
F4 -4.21291 0.32952 -0.46944  -0.34
H1 1.56926 3.56873 -1.98687  0.36
H2 2.18272 1.98605 -1.75759  0.20
H3 2.44691 3.13309 -0.47516  0.28
H4 -1.08117 3.29088 0.57360  0.33
H5 -0.00937 4.41341 -0.31033  0.37
H6 0.62408 3.51664 1.14891  0.36
H7 -0.01957 1.50545 -2.52396  0.20
H8 -0.85075 3.13413 -2.17516  0.32
H9 -2.34102 1.02901 -2.31741  0.37
H10 -2.52815 1.92628 -0.75700  0.36
H11 -4.52375 -4.20616 -0.47226  0.56
O1 -2.23529 1.47465 -5.83626  -0.57
C11 -1.68581 0.21102 -6.26941  -0.48
N3 -0.68533 -0.06320 -5.22793  0.07
C12 0.48679 -0.75798 -5.46156  -0.26
O2 0.74426 -1.37035 -6.48132  -0.58
C13 1.39346 -0.71856 -4.31078  0.90
C14 2.80737 -0.69750 -4.52950  -0.62
C15 3.62841 -0.65799 -3.39023  -0.75
C16 3.09676 -0.76210 -2.11350  -0.14
N4 1.73485 -0.84255 -1.94026  0.15
C17 0.91131 -0.95078 -3.03266  -0.58
H12 -3.05155 1.70230 -6.35658  0.33
H13 -1.24376 0.27037 -7.28379  0.31
H14 -2.46505 -0.55818 -6.28772  0.35
H15 -0.65345 0.82098 -4.69718  0.15
H16 3.23158 -0.80883 -5.54168  0.52
H17 4.68576 -0.56105 -3.55603  0.50
H18 3.75870 -0.73046 -1.25899  0.29
H19 -0.14305 -1.12191 -2.88135  0.63
N5 5.01871 0.15914 2.11228  -0.06
C18 5.02186 -1.21409 1.81822  -0.50
C19 3.76532 -1.45438 1.37082  -0.69
N6 3.03518 -0.28917 1.27143  0.79
C20 3.82168 0.65202 1.78471  -0.76
H20 5.80238 0.72315 2.48357  0.29
H21 5.78549 -1.90589 2.05036  0.46
H22 3.38381 -2.43410 1.13059  0.48
H23 3.52877 1.69172 1.93670  0.38
C21 -1.73555 -0.43545 2.75536  -0.63
N7 -0.24051 -0.31122 2.75174  1.08
C22 0.28799 -1.37481 3.62484  -0.85
N8 -0.22619 -1.27275 4.97433  0.09
C23 -1.71162 -1.33571 4.93538  -0.75
N9 -2.33511 -0.29222 4.06937  0.07
C24 -1.90070 1.04377 4.64750  -0.62
N10 -0.41764 1.19452 4.73299  0.02
C25 0.14320 0.96566 3.37388  -0.89
C26 0.09665 0.06374 5.53875  -0.73
H24 -2.00287 -1.41520 2.36718  0.21
H25 -2.11545 0.33104 2.06508  0.07
H26 1.36340 -1.21851 3.63406  0.27
H27 0.06697 -2.33966 3.16734  0.28
H28 -2.09723 -1.24249 5.93589  0.40
H29 -2.00683 -2.31698 4.57564  0.33
H30 -2.35973 1.11928 5.61731  0.37
H31 -2.29219 1.92648 4.11607  0.28
H32 1.24158 1.01837 3.55986  0.10
H33 -0.07972 1.83751 2.74265  0.43
H34 -0.41227 0.08753 6.52561  0.41
H35 1.18733 0.15662 5.68846  0.29